Entry 1:
{"formula": "CH5N3OS", "method": "wB97M-V/def2-TZVPD", "elements": ["C", "N", "N", "N", "O", "S", "H", "H", "H", "H", "H"], "xyz": [[1.8153, -0.6615, 0.3356], [1.8461, -0.3904, -0.8402], [-0.7772, 1.0680, 0.7594], [-1.1884, 0.2881, -0.4562], [1.9122, -0.7445, 1.4963], [-0.7323, -1.4593, -0.8430], [0.9543, -0.7741, -1.1653], [-0.7120, 0.8026, -1.1703], [-1.1417, 0.5075, 1.5377], [0.2496, 0.8614, 0.8291], [-2.2260, 0.5022, -0.4831]], "lowdin_charge": [-0.53, 0.10, 0.04, -0.42, 0.13, 0.47, -0.15, 0.08, 0.09, 0.06, 0.14], "smiles": "N[NH2+][S-].N=C=O", "e_tot_ev": -18468.634, "spin_multiplicity": 1, "e_lumo_ev": 0.11, "charge": 0}

---

Entry 2:
{"formula": "C5H17N2O", "method": "wB97M-V/def2-TZVPD", "elements": ["C", "N", "C", "C", "N", "C", "C", "H", "H", "H", "H", "H", "H", "H", "H", "H", "H", "H", "H", "H", "H", "H", "H", "H", "O"], "xyz": [[-0.9440, 1.1909, -1.1087], [-1.4089, -0.1357, -1.5580], [-0.7021, -0.6532, -2.7850], [0.4719, 1.0348, -0.5683], [0.3854, 0.1397, 0.6445], [0.8854, 0.7980, 1.9299], [1.6945, -0.1538, 2.7808], [-1.6031, 1.4890, -0.2895], [-1.0215, 1.9608, -1.8773], [-2.3476, -0.0254, -1.9168], [0.2397, -0.1327, -2.9505], [-1.3368, -0.5184, -3.6567], [-0.4977, -1.6977, -2.6327], [0.9722, 1.9494, -0.3046], [1.0673, 0.5175, -1.3063], [0.9718, -0.6800, 0.5172], [-0.5779, -0.1913, 0.7718], [0.0217, 1.2622, 2.3991], [1.5253, 1.6112, 1.6185], [2.6453, 0.2835, 3.0974], [1.2074, -0.5432, 3.6694], [2.0927, -0.9927, 2.2116], [-0.7727, -2.7557, 0.6478], [-1.5910, -1.7401, -0.1228], [-1.3772, -2.0169, 0.7891]], "lowdin_charge": [-0.19, -0.13, -0.07, -0.10, 0.04, -0.14, -0.05, 0.13, 0.13, 0.11, 0.07, 0.09, 0.07, 0.12, 0.11, 0.15, 0.12, 0.14, 0.11, 0.09, 0.09, 0.08, 0.06, 0.02, -0.06], "e_tot_ev": -10481.811, "spin_multiplicity": 1, "e_lumo_ev": -2.82, "charge": 1}

---

Entry 3:
{"formula": "C6H17NO2SSi", "method": "wB97M-V/def2-TZVPD", "elements": ["C", "C", "C", "C", "C", "C", "N", "O", "O", "Si", "S", "H", "H", "H", "H", "H", "H", "H", "H", "H", "H", "H", "H", "H", "H", "H", "H", "H"], "xyz": [[1.2247, -3.1742, -0.4999], [-2.5051, -0.9295, 0.5103], [-2.2755, 2.3259, 1.7676], [-1.1020, 2.1495, -1.1307], [0.7433, 1.4498, 1.4457], [1.1711, -1.7757, -1.2099], [-1.4119, -0.3099, 0.6867], [3.6117, -1.9883, -2.1558], [2.2289, 0.1157, -2.3697], [-1.0830, 1.3987, 0.7060], [2.6772, -0.7791, -1.3495], [0.1635, -3.5731, -0.6494], [2.0130, -3.7896, -0.9548], [1.2881, -3.1618, 0.6266], [-2.7035, -1.9189, 0.9264], [4.1373, -2.6137, -1.6863], [-3.3612, -0.3758, -0.0242], [-1.6492, 3.2076, 2.0714], [-3.0980, 2.8395, 1.1841], [-2.5766, 1.5932, 2.5402], [-0.6634, 3.2905, -0.9705], [-0.3858, 1.6398, -1.8284], [-2.1642, 2.2392, -1.5173], [1.4729, 0.7562, 0.9025], [1.0875, 2.4285, 1.4646], [0.5818, 1.0787, 2.5449], [0.4654, -0.9998, -0.5915], [0.6716, -1.8635, -2.2061]], "lowdin_charge": [-0.14, -0.11, -0.20, -0.20, -0.17, -0.41, -0.12, -0.32, -0.47, 0.41, 0.86, 0.09, 0.05, 0.08, 0.06, 0.03, 0.09, 0.04, 0.05, 0.04, 0.07, 0.01, 0.02, 0.02, -0.03, 0.06, 0.08, 0.10], "e_tot_ev": -30793.732, "spin_multiplicity": 1, "e_lumo_ev": 0.65, "charge": 0}